Molecular formula: C35H52Ge2IrO3Se2
Method: DFT, the ωB97M-V functional and the def2-TZVPD basis

Last column: Mulliken charge in e.
Atoms and positions in Å:
1 Ir -0.1131 0.6044 0.5008  -0.0757
2 C 0.7431 -1.3189 3.4172  -0.9974
3 C 1.8015 -0.3664 2.8791  1.1746
4 C 2.6268 0.2180 4.0210  -2.0829
5 C 2.7204 -1.0595 1.8825  -1.1884
6 O 1.1801 0.7144 2.1682  0.8958
7 Ge 0.2713 2.2792 2.9385  -1.1302
8 O -1.2616 1.3289 2.4418  -0.0033
9 C -2.5408 1.2580 3.0676  1.1807
10 C -3.5585 0.8951 1.9979  -1.1861
11 C -2.5097 0.1671 4.1342  -1.7378
12 C -2.8859 2.6044 3.6963  -1.7637
13 O 0.2492 2.7525 1.0894  -0.0308
14 C 1.2658 3.5742 0.4733  1.3946
15 C 0.8838 5.0242 0.7575  -1.5483
16 C 1.2633 3.3150 -1.0272  -1.1232
17 C 2.6516 3.2672 1.0373  -1.5451
18 H 1.2006 -2.2424 3.7780  0.4803
19 H 0.0268 -1.5532 2.6285  -0.2247
20 H 0.1981 -0.8578 4.2421  0.2645
21 H 3.1693 -0.5791 4.5326  0.4299
22 H 1.9937 0.7172 4.7573  0.4576
23 H 3.3515 0.9383 3.6370  0.3428
24 H 3.1944 -1.9398 2.3210  0.5102
25 H 3.4937 -0.3647 1.5486  0.4657
26 H 2.1418 -1.3767 1.0152  -0.3226
27 H -3.2689 -0.0551 1.5472  0.1958
28 H -3.5824 1.6544 1.2161  0.0519
29 H -4.5536 0.7835 2.4336  0.5309
30 H -2.2125 -0.7818 3.6864  0.2377
31 H -3.4930 0.0457 4.5928  0.4773
32 H -1.7948 0.4204 4.9206  0.3445
33 H -2.8546 3.3928 2.9402  0.2090
34 H -2.1880 2.8596 4.4964  0.4333
35 H -3.8912 2.5767 4.1210  0.4548
36 H -0.0935 5.2427 0.3258  0.1185
37 H 1.6142 5.7118 0.3264  0.4161
38 H 0.8436 5.2012 1.8351  0.3516
39 H 0.2741 3.5027 -1.4456  0.0289
40 H 1.5484 2.2828 -1.2368  0.1105
41 H 1.9793 3.9805 -1.5144  0.5247
42 H 2.7118 3.5053 2.1029  0.3603
43 H 3.4004 3.8707 0.5203  0.5632
44 H 2.8913 2.2132 0.8985  0.0757
45 C -3.4177 5.1002 0.1292  -1.3237
46 Se -2.5333 3.6184 -0.7696  0.3462
47 C -3.9204 3.3621 -2.1724  -0.4000
48 C -3.4199 2.4963 -3.2486  -1.2030
49 Se -1.1736 0.4023 -1.6410  -0.1551
50 C -2.8435 -0.5715 -1.3582  -1.1484
51 H -4.4022 4.7965 0.4805  0.3875
52 H -3.5011 5.9625 -0.5286  0.4292
53 H -2.8023 5.3619 0.9884  0.3128
54 H -4.1419 4.3667 -2.5429  0.4592
55 H -4.8105 2.9567 -1.6949  0.3489
56 H -2.6418 2.8490 -3.9101  0.3419
57 H -3.8890 1.5489 -3.4695  0.4069
58 H -3.2742 -0.8101 -2.3292  0.4221
59 H -3.5179 0.0583 -0.7853  0.3508
60 H -2.6200 -1.4887 -0.8187  0.4340
61 C 0.1529 -0.7423 -0.6645  1.7348
62 Ge 0.9058 -2.2557 -1.6456  1.6955
63 C 1.6364 -3.5752 -0.4211  0.3924
64 C 0.9932 -3.8484 0.7848  -0.3868
65 C 1.4817 -4.8218 1.6449  -0.6502
66 C 2.6219 -5.5366 1.3046  -0.5709
67 C 3.2708 -5.2761 0.1059  -0.6556
68 C 2.7793 -4.3011 -0.7528  -0.5662
69 C -0.5646 -3.0710 -2.6432  0.2345
70 C -1.0533 -4.3102 -2.2304  -0.2888
71 C -2.1518 -4.8899 -2.8530  -0.8135
72 C -2.7722 -4.2419 -3.9105  -0.5011
73 C -2.2909 -3.0128 -4.3406  -0.9205
74 C -1.2003 -2.4320 -3.7086  -0.0610
75 C 2.3357 -1.4902 -2.7322  -0.0845
76 C 3.4702 -1.0319 -2.0594  -0.0502
77 C 4.4975 -0.3972 -2.7421  -0.7892
78 C 4.4067 -0.2122 -4.1151  -0.5131
79 C 3.2899 -0.6701 -4.7979  -0.7078
80 C 2.2628 -1.3042 -4.1101  -0.3377
81 H 0.1069 -3.2879 1.0613  0.3442
82 H 0.9739 -5.0191 2.5809  0.4553
83 H 3.0062 -6.2955 1.9742  0.3832
84 H 4.1610 -5.8317 -0.1604  0.4009
85 H 3.3007 -4.0988 -1.6820  0.3879
86 H -0.5727 -4.8363 -1.4134  0.3390
87 H -2.5190 -5.8497 -2.5122  0.4174
88 H -3.6259 -4.6928 -4.4004  0.3897
89 H -2.7676 -2.5022 -5.1683  0.4279
90 H -0.8652 -1.4580 -4.0450  0.3527
91 H 3.5551 -1.1631 -0.9863  0.2591
92 H 5.3675 -0.0459 -2.2018  0.4255
93 H 5.2051 0.2846 -4.6512  0.3855
94 H 3.2158 -0.5349 -5.8696  0.4133
95 H 1.4079 -1.6638 -4.6699  0.3277

Values from the calculation:
charge = 0
multiplicity = 2
gap between HOMO and LUMO (spin up / spin down) = 7.9 / 7.5 eV
energy relative to the best compared isomer or geometry (same formula, charge and spin) = 0.2261 eV
energy = -289843.1434 eV
highest occupied orbital energy (spin up / spin down) = -0.27178 / -0.27411 Ha
expectation value of S² = 0.755

---

Molecular formula: C3H6OS2
Method: DFT, the ωB97M-V functional and the def2-TZVPD basis

Last column: natural (NBO) charge in e.
Atoms and positions in Å:
1 O -2.2286 -0.3837 -0.4412  -0.7302
2 C -0.8425 -0.6417 -0.7943  -0.0705
3 C -0.0542 -0.5965 0.4863  -0.6072
4 S 0.1256 1.0305 1.0720  0.4518
5 C 1.7417 1.3172 0.7862  -0.5421
6 S 2.5509 2.7100 1.0592  -0.0135
7 H -2.7256 -0.1373 -1.2395  0.4778
8 H -0.4783 0.0623 -1.5110  0.1734
9 H -0.7448 -1.6195 -1.2896  0.1705
10 H -0.6155 -1.2446 1.1856  0.2486
11 H 0.9354 -1.0496 0.3900  0.2371
12 H 2.3359 0.5530 0.2963  0.2043

Values from the calculation:
charge = 0
gap between HOMO and LUMO = 8.5 eV
energy relative to the best compared isomer or geometry (same formula, charge and spin) = 1.2720 eV
energy = -26925.1709 eV
highest occupied orbital energy = -0.31506 Ha